Entry 1:
Here is a molecular structure, C8H16Cl2LiO10 from the OMol25 dataset. Energies are from the ωB97M-V functional and the def2-TZVPD basis.

Computed properties:
Energy (Eh): -1994.3994
Kohn-Sham gap (eV): 9.40
ΔE to the lowest compared entry with this formula, charge and spin (kJ/mol): 0.0

The geometry in ORCA input format:
```
! wB97M-V def2-TZVPD RIJCOSX def2/J DEFGRID3
* xyz -1 1
Li 1.2001 -0.0543 0.5648
Cl 1.4393 -0.0917 3.2888
O 2.2535 -0.2448 4.4560
O 0.0324 -0.1390 3.6374
O 1.7153 1.1634 2.6147
O 1.7203 -1.1637 2.3292
Cl 3.0625 -0.7401 -1.8995
O 2.7672 0.2432 -0.8581
O 2.2504 -0.4378 -3.0545
O 4.4538 -0.6693 -2.2413
O 2.7276 -2.0576 -1.4140
C -1.3881 3.5163 0.1956
C -1.2641 3.0538 -1.2727
C -0.8480 1.6092 -1.0713
O 0.0268 1.6459 0.0529
C -0.1676 2.8480 0.8071
H -2.3307 3.1718 0.6228
H -1.3611 4.6034 0.2880
H -0.5022 3.6328 -1.7934
H -2.2022 3.1677 -1.8218
H -0.2916 1.2181 -1.9236
H -1.7053 0.9659 -0.8573
H 0.7115 3.4832 0.6790
H -0.2810 2.5894 1.8586
C -1.1017 -3.2861 -0.8678
C -1.1298 -3.0343 0.6480
C -1.0507 -1.5189 0.7285
O -0.1518 -1.1719 -0.3183
C -0.4320 -2.0236 -1.4292
H -2.1192 -3.3676 -1.2553
H -0.5602 -4.1924 -1.1296
H -0.2166 -3.4110 1.1105
H -2.0001 -3.4434 1.1570
H -0.6435 -1.1942 1.6861
H -2.0203 -1.0203 0.5811
H 0.4976 -2.1689 -1.9729
H -1.0904 -1.4813 -2.1257
*
```



Entry 2:
Here is a molecular structure, C8H16ClIIrN2OP from the OMol25 dataset. Energies are from the ωB97M-V functional and the def2-TZVPD basis.

Computed properties:
Energy (Eh): -1701.8539
Kohn-Sham gap (spin up / spin down) (eV): 4.24 / 3.78

The geometry in ORCA input format:
```
! wB97M-V def2-TZVPD RIJCOSX def2/J DEFGRID3
* xyz 2 5
C 3.0952 -1.5910 -1.4623
I 4.6304 0.4948 -2.2103
H 2.6938 -2.0972 -2.3472
H 2.8509 -1.8090 -0.3525
H 3.7544 -0.6689 -1.3030
Ir -1.3148 0.1701 0.4176
P -0.3894 0.2320 -2.0295
C 0.7877 0.7006 -3.3172
C -1.1432 -1.1688 -3.0630
H -2.4547 1.3662 -1.6882
H -1.7079 1.7186 -3.3328
H -1.0329 2.4200 -1.7932
C -1.5462 1.5833 -2.2662
H -2.0123 -1.5773 -2.5438
H -1.4204 -0.7817 -4.0569
H 0.3624 0.6501 -4.3182
H 1.6798 0.1212 -3.2572
H -0.3908 -1.9626 -3.1495
H 1.1079 1.7055 -3.1374
C 0.3850 1.0426 0.5886
O 1.5903 1.0914 0.7533
Cl -3.4560 -0.4373 -0.0124
N -1.6300 -0.9955 3.1389
C -1.2059 -0.9586 4.4308
C 0.0455 -0.3942 4.4521
C 0.4035 -0.1429 3.1352
N -0.7333 -0.2746 2.3723
H -2.4010 -1.5526 2.7216
H -1.8093 -1.2557 5.2195
H 0.7464 -0.1124 5.1874
H 1.3330 0.1969 2.7243
*
```



Entry 3:
Here is 2 unconnected molecules or ions with the total composition C8H16F3NO2S from the OMol25 dataset. Energies are from the ωB97M-V functional and the def2-TZVPD basis.

Computed properties:
Energy (Eh): -1217.1859
Kohn-Sham gap (spin up / spin down) (eV): 6.00 / 7.39

The geometry in ORCA input format:
```
! wB97M-V def2-TZVPD RIJCOSX def2/J DEFGRID3
* xyz 0 3
C -1.2530 -3.2797 -0.3495
C -1.1648 2.3036 -0.9125
C -0.0833 1.3992 1.2731
C -2.5455 1.1682 0.9356
C -0.3181 -2.2682 -1.0435
C -1.0191 -0.0367 -0.4986
C -1.1862 1.2519 0.2253
C 3.4704 0.8186 -0.2621
N -0.2256 -1.0219 -0.3025
O 2.1010 -1.0292 0.8987
O 4.5854 -1.4590 0.8571
F 3.2699 1.5007 0.8594
F 2.4902 1.2006 -1.1107
F 4.6366 1.2278 -0.8231
S 3.4716 -1.1545 -0.0055
H -2.1627 -2.9726 -0.6730
H -1.0529 -4.2581 -0.4916
H -1.0983 -3.1230 0.7391
H -1.4209 1.9326 -1.8546
H -0.2215 2.7136 -1.0411
H -1.6804 3.1118 -0.5525
H -0.0845 0.5154 1.8409
H -0.3774 2.2882 1.9137
H 0.8587 1.4404 0.8664
H -3.4444 0.9496 0.2709
H -2.6557 2.1840 1.3266
H -2.6600 0.3148 1.6070
H 0.8036 -2.6175 -0.7989
H -0.5400 -2.0909 -2.1108
H -1.7147 -0.0247 -1.2936
H 1.2215 -0.9851 0.5102
*
```



Entry 4:
Here is a single C8H16FN molecule from the OMol25 dataset. Energies are from the ωB97M-V functional and the def2-TZVPD basis.

Computed properties:
Energy (Eh): -468.9323
Kohn-Sham gap (eV): 9.14
ΔE to the lowest compared entry with this formula, charge and spin (kJ/mol): 0.0

The geometry in ORCA input format:
```
! wB97M-V def2-TZVPD RIJCOSX def2/J DEFGRID3
* xyz 0 1
C -0.2516 -0.1849 2.7875
C 0.1561 -0.6570 1.6187
C 2.0144 1.3094 0.9236
C 0.0120 2.6700 -0.1088
C -2.1900 -0.9529 -0.2653
C -0.2413 -1.5962 -1.5926
C 0.8376 1.3282 -0.0075
C -0.8275 -0.4357 -0.8278
N 0.0396 0.1416 0.2491
F 0.4941 -1.9638 1.4136
H -0.1905 -0.9592 3.4550
H -0.6353 0.7985 2.8910
H 1.7951 1.3029 1.9720
H 2.5859 0.3440 0.6279
H 2.5588 2.1787 0.6660
H -0.3064 2.9066 0.8838
H -0.8698 2.5749 -0.6707
H 0.7030 3.4053 -0.4751
H -2.1470 -2.0262 0.2532
H -2.7134 -0.3099 0.4483
H -2.9343 -1.0308 -1.0304
H 0.6576 -1.3542 -2.1990
H -1.0153 -1.8183 -2.3441
H 0.0551 -2.6652 -1.2036
H 1.2470 1.2368 -1.0397
H -1.0829 0.3735 -1.6763
*
```



Entry 5:
Here is a molecular structure, C8H16FeS4 from the OMol25 dataset. Energies are from the ωB97M-V functional and the def2-TZVPD basis.

Computed properties:
Energy (Eh): -3169.6201
Kohn-Sham gap (spin up / spin down) (eV): 6.45 / 6.08
ΔE to the lowest compared entry with this formula, charge and spin (kJ/mol): 272.3

The geometry in ORCA input format:
```
! wB97M-V def2-TZVPD RIJCOSX def2/J DEFGRID3
* xyz 3 2
Fe 0.0000 -1.6818 -1.6819
C 2.6734 0.7295 -1.4651
C 1.4945 1.6236 -1.1282
S -0.0391 1.0161 -1.9321
C -1.3656 1.5941 -0.7999
C -2.6528 0.8230 -1.0386
S -2.4853 -1.0046 -1.0317
C -2.6734 -1.4650 0.7294
C -1.4945 -1.1281 1.6235
S 0.0391 -1.9320 1.0160
C 1.3656 -0.7999 1.5940
C 2.6528 -1.0386 0.8229
S 2.4853 -1.0316 -1.0047
H 3.5794 1.1055 -0.9818
H 2.8607 0.7194 -2.5419
H 1.7126 2.6219 -1.5211
H 1.3267 1.7221 -0.0566
H -1.5660 2.6513 -1.0043
H -1.0111 1.5174 0.2259
H -3.0635 1.0619 -2.0234
H -3.4051 1.0954 -0.2956
H -2.8607 -2.5418 0.7192
H -3.5794 -0.9817 1.1054
H -1.7126 -1.5211 2.6218
H -1.3268 -0.0565 1.7221
H 1.5661 -1.0043 2.6512
H 1.0111 0.2259 1.5174
H 3.0635 -2.0234 1.0618
H 3.4051 -0.2955 1.0954
*
```



Entry 6:
Here is a molecular structure, C8H16I2IrO4 from the OMol25 dataset. Energies are from the ωB97M-V functional and the def2-TZVPD basis.

Computed properties:
Energy (Eh): -1313.9026
Kohn-Sham gap (eV): 7.28
ΔE to the lowest compared entry with this formula, charge and spin (kJ/mol): 0.0

The geometry in ORCA input format:
```
! wB97M-V def2-TZVPD RIJCOSX def2/J DEFGRID3
* xyz 3 1
Ir 1.0590 0.2459 -0.2172
C -0.2177 0.5474 2.4281
C 1.0142 -0.3778 2.5535
O 1.2601 -1.1253 1.3115
C 0.2786 -2.2266 1.0922
C 0.0054 -2.3823 -0.3881
O -0.3427 -1.0336 -0.8575
C -0.8332 -0.7972 -2.2252
C -0.2713 0.5614 -2.7084
O 0.0683 1.4382 -1.5794
C -1.1324 2.0313 -0.9215
C -0.8793 2.1779 0.5624
O -0.4212 0.8535 1.0030
H -1.1411 0.0855 2.7705
H -0.0486 1.4714 2.9811
H 1.9350 0.1720 2.7252
H 0.8822 -1.0902 3.3679
H 0.7114 -3.1339 1.5118
H -0.6389 -1.9704 1.6214
H 0.8644 -2.7429 -0.9557
H -0.8489 -3.0429 -0.5420
H -0.4884 -1.5967 -2.8812
H -1.9187 -0.8223 -2.1603
H 0.6604 0.4511 -3.2559
H -0.9883 1.0763 -3.3473
H -1.3124 2.9968 -1.3924
H -1.9752 1.3639 -1.0993
H -0.1118 2.9156 0.8012
H -1.8081 2.4234 1.0789
I 3.3692 -0.2366 -1.5061
I 3.2700 1.7670 0.2288
*
```